{
  "formula": "C4H5N3",
  "method": "ωB97M-V with the def2-TZVPD basis set",
  "elements": ["C", "N", "C", "C", "N", "C", "N", "H", "H", "H", "H", "H"],
  "coordinates": [[-1.5397, -0.5113, -0.5918], [-0.6726, 0.6787, -0.4031], [0.8738, 0.1589, -0.1173], [0.9373, -0.7159, 1.0597], [0.9670, -1.3239, 2.0366], [1.8222, 1.1917, 0.1940], [2.6482, 1.9673, 0.3569], [-2.5197, -0.2078, -0.5909], [-1.2844, -0.7861, -1.6153], [-1.3266, -1.1312, 0.2539], [-0.9590, 1.1099, 0.5460], [1.0536, -0.4303, -1.1286]],
  "atomic_forces_ev_per_a": [[3.2, 1.1, -0.5], [2.0, 0.9, 3.0], [-3.3, -1.2, -2.1], [-0.3, -0.7, 0.3], [-0.1, 0.2, -0.4], [0.3, 0.8, -1.1], [0.1, 0.2, 0.3], [-2.4, 0.8, 0.1], [-0.1, -1.2, 0.3], [-0.3, -1.5, -0.1], [0.7, -0.6, -1.9], [0.2, 1.3, 2.2]],
  "nbo_charge": [-0.433, -0.536, -0.274, 0.240, -0.264, 0.253, -0.239, 0.214, 0.203, 0.194, 0.353, 0.289],
  "smiles": "CNC(C#N)C#N",
  "homo_energy_ev": -10.7,
  "spin_multiplicity": 1,
  "lumo_ev": 0.32,
  "relative_energy_kj_mol": 288.6,
  "max_force_ev_per_a": 4.12
}